Record 1
Computed, not measured: the ion C10H14INP with charge +1, with wB97M-V/def2-TZVPD.

Summary:
Kohn-Sham gap = 8.57 eV
energy relative to the best compared isomer or geometry (same formula, charge and spin) = 6.3 kcal/mol
charge = +1
spin multiplicity = 1

Last column: Mulliken charge in e.
Geometry (Å):
C  -1.89936  0.36298  -1.05597  -0.47
C  -1.94182  -0.25202  1.27938  -0.38
C  -3.30130  0.24289  -1.06753  -0.78
C  -3.33088  -0.23718  1.26535  -0.57
C  -1.15896  0.07862  0.10371  0.12
C  -3.99129  0.05709  0.07006  -0.15
C  1.78233  1.72149  -0.06094  -0.52
C  1.17971  0.58433  -0.90608  -0.34
C  0.65336  1.38428  0.98693  -0.56
C  0.84267  -2.59784  -0.07419  -0.86
N  0.30619  0.21761  0.23921  0.65
P  1.04236  -1.29828  1.18109  0.04
I  -6.08528  0.08443  -0.00052  0.16
H  -1.38850  0.83418  -1.84306  0.35
H  -1.43113  -0.61735  2.10446  0.54
H  -3.68573  0.38173  -2.00295  0.50
H  -3.77437  -0.48970  2.19700  0.44
H  2.78941  1.72603  0.32075  0.30
H  1.53670  2.67838  -0.39808  0.29
H  0.64700  0.81457  -1.91681  0.25
H  1.86214  -0.32822  -1.18245  0.21
H  1.11524  1.23654  1.99552  0.32
H  0.02642  2.27446  1.12176  0.29
H  -0.28840  -2.50433  -0.33903  0.25
H  1.13321  -3.56622  0.33707  0.40
H  1.28762  -2.45236  -0.98506  0.39
H  2.36919  -0.70314  0.78005  0.12

Record 2
Computed, not measured: a structure of composition C31H41N3OPtSbSe4Te, with wB97M-V/def2-TZVPD.

Summary:
Kohn-Sham gap (alpha / beta) = 5.23 / 5.33 eV
energy relative to the best compared isomer or geometry (same formula, charge and spin) = 0.0 kcal/mol
charge = -2
spin multiplicity = 4
expectation value of S² = 3.7757

Last column: Mulliken spin population.
Geometry (Å):
Pt  0.59500  -1.38214  0.01584  0.49
Se  2.11419  -4.47445  -2.44221  0.01
Sb  1.59236  -2.12343  -2.23501  0.01
Se  -1.52336  -2.14309  -0.09800  1.42
Se  3.01292  -0.89376  -0.56045  0.06
Se  1.09248  -0.85399  -4.23496  0.02
C  -4.39954  4.46027  -3.17792  0.00
C  -2.87697  4.41202  -3.05380  0.00
N  -2.38743  3.59497  -1.96606  0.00
C  -2.38464  4.16700  -0.63202  -0.04
C  -3.58385  3.80403  0.24415  0.00
C  -2.04386  2.25399  -2.12741  0.01
C  -1.97976  1.71612  -3.53189  0.00
N  -1.73353  1.46508  -1.17716  -0.02
H  -4.69556  5.05411  -4.04665  0.00
H  -4.85724  4.90541  -2.29374  0.00
H  -4.80152  3.45259  -3.29503  0.00
H  -2.49009  5.42780  -2.91968  0.00
H  -2.45483  4.04544  -3.98734  0.00
H  -2.32329  5.25317  -0.74167  0.00
H  -1.46678  3.85747  -0.12436  0.03
H  -4.50708  4.24472  -0.13508  0.00
H  -3.42269  4.16494  1.26238  0.00
H  -3.72129  2.72339  0.28829  0.00
H  -1.25784  2.26224  -4.14155  0.00
H  -2.95516  1.76625  -4.02541  0.00
H  -1.64739  0.68331  -3.47451  0.00
H  -1.78473  1.90245  -0.26169  0.01
C  -0.71639  6.72410  6.19202  0.00
C  -0.55445  5.59442  5.20941  0.00
C  0.11940  5.77473  4.01366  0.02
C  0.31403  4.72864  3.10685  -0.13
C  1.04350  5.05107  1.82911  0.02
C  -0.17785  3.45469  3.41205  0.23
Te  0.06346  1.60175  2.11518  0.43
N  0.65934  -0.50949  2.00186  0.35
C  0.57765  -1.15167  3.15217  -0.02
O  0.29965  -0.65726  4.27187  0.01
C  0.80622  -2.65074  3.10426  0.01
C  -0.02487  -3.46714  3.86469  0.01
C  0.11329  -4.84637  3.82073  0.00
C  1.09899  -5.42296  3.02832  0.00
C  1.95096  -4.61227  2.29252  0.00
C  1.80690  -3.23182  2.33372  0.01
C  2.06286  2.11190  1.64364  0.10
C  3.01847  2.12795  2.66360  -0.04
C  2.68556  1.80016  4.09426  0.04
C  4.33216  2.45905  2.33801  0.00
C  4.70841  2.75797  1.03678  0.00
C  6.14110  3.06064  0.68776  0.00
C  3.73952  2.72063  0.04584  0.03
C  2.41582  2.39355  0.31995  -0.11
C  1.43774  2.35738  -0.81942  0.05
C  -0.89551  3.26695  4.60548  -0.05
C  -1.49834  1.93211  4.95657  0.08
C  -1.06876  4.33335  5.48169  0.01
H  -0.58629  7.69190  5.70525  0.00
H  0.02229  6.65785  6.99540  0.00
H  -1.70405  6.70784  6.65690  0.00
H  0.50485  6.76022  3.76430  0.00
H  0.99788  6.12364  1.62941  0.00
H  0.61307  4.52544  0.97699  0.00
H  2.09314  4.75641  1.87812  0.00
H  -0.78066  -2.99742  4.48170  0.00
H  -0.55588  -5.47531  4.39743  0.00
H  1.19404  -6.50150  2.97673  0.00
H  2.71048  -5.04310  1.65209  0.00
H  2.46382  -2.60732  1.74297  -0.01
H  2.10340  0.87938  4.17747  -0.01
H  2.08819  2.59516  4.54843  -0.01
H  3.60188  1.68695  4.67591  0.00
H  5.08078  2.46228  3.12455  0.00
H  6.75306  3.16352  1.58488  0.00
H  6.22375  3.98401  0.11035  0.00
H  6.56444  2.25742  0.08062  0.00
H  4.02179  2.90846  -0.98508  0.00
H  1.96661  2.37047  -1.77241  0.00
H  0.75604  3.21490  -0.79040  0.00
H  0.82518  1.45644  -0.81487  -0.02
H  -0.75566  1.13014  4.95759  -0.02
H  -2.24810  1.63657  4.21579  0.00
H  -1.99227  1.97545  5.92885  0.00
H  -1.62305  4.17117  6.40241  0.00

Record 3
Computed, not measured: an isolated molecule of C21H21N2O5PS, with wB97M-V/def2-TZVPD.

Summary:
Kohn-Sham gap = 8.32 eV
spin multiplicity = 1

Last column: Mulliken charge in e.
Geometry (Å):
C  2.27580  1.10355  2.34811  -1.18
C  3.49240  0.20139  2.06035  -0.48
C  3.85886  0.02165  0.55383  -1.49
C  2.75217  0.38577  -0.41107  0.05
C  2.77431  1.59285  -1.15219  0.97
P  4.14793  2.79095  -1.02708  0.73
N  4.78604  2.90313  0.39359  -0.70
O  3.51477  4.24544  -1.50187  -0.58
O  5.15895  2.37360  -2.22171  -0.53
C  1.73515  1.95174  -2.04253  -0.43
C  0.64864  1.08993  -2.22728  -1.35
C  0.63729  -0.10124  -1.49937  0.95
C  1.65565  -0.47279  -0.60911  0.12
C  1.48499  -1.80967  0.09975  -0.03
O  2.38169  -2.58002  0.29803  -0.53
C  0.05313  -2.10957  0.50595  0.42
C  -0.28062  -2.75534  1.69284  -1.02
C  -1.63277  -2.96480  1.99953  -0.75
C  -2.65389  -2.55521  1.13064  0.42
N  -3.99627  -2.85576  1.54859  -0.59
C  -4.62096  -3.57057  0.78979  0.52
S  -5.28102  -4.42033  -0.37518  -0.32
C  -2.34875  -1.88061  -0.08318  0.82
C  -3.44164  -1.37762  -1.02969  -1.00
O  -4.47979  -0.84130  -0.23132  -0.22
C  -5.09631  0.29095  -0.80409  -0.23
C  -5.77685  1.05682  0.35253  -1.23
C  -0.98823  -1.70124  -0.35801  0.55
C  -0.54991  -1.03324  -1.65114  -0.43
O  -1.06691  -1.24284  -2.71555  -0.54
H  2.01008  0.95546  3.40647  0.39
H  1.37937  0.85159  1.77404  0.26
H  2.53837  2.16334  2.25354  0.26
H  4.36811  0.60858  2.57863  0.38
H  3.30520  -0.78206  2.50990  0.36
H  4.77827  0.57020  0.34755  0.68
H  4.09278  -1.03901  0.40621  0.47
H  4.66415  3.86625  0.69705  0.24
H  2.75222  4.40507  -0.93187  0.35
H  5.66880  3.14922  -2.49165  0.33
H  1.76672  2.88712  -2.59186  0.60
H  -0.18978  1.29041  -2.88593  0.52
H  0.47990  -3.09832  2.38734  0.52
H  -1.90265  -3.45188  2.93139  0.46
H  -3.00850  -0.58128  -1.64846  0.42
H  -3.77456  -2.16451  -1.71836  0.28
H  -5.89915  0.01207  -1.50414  0.25
H  -4.39234  0.97540  -1.29700  0.33
H  -6.34133  1.91062  -0.03082  0.39
H  -5.01083  1.36951  1.07318  0.31
H  -6.42871  0.36659  0.90167  0.29

Record 4
Computed, not measured: a structure of composition C36H41AsCoN5O2, with wB97M-V/def2-TZVPD.

Summary:
Kohn-Sham gap (alpha / beta) = 7.48 / 7.42 eV
energy relative to the best compared isomer or geometry (same formula, charge and spin) = 5.5 kcal/mol
charge = +1
spin multiplicity = 4
expectation value of S² = 3.7585

Last column: Mulliken spin population.
Geometry (Å):
Co  -0.03465  -0.25281  -0.12918  2.69
C  1.86011  1.96997  0.40388  0.02
N  0.51454  1.86700  -0.18263  0.04
C  0.48938  2.35114  -1.57476  -0.01
C  0.37374  1.26189  -2.61513  -0.01
C  0.38159  1.61098  -3.95954  0.00
C  0.23837  0.62440  -4.91425  0.00
C  0.10188  -0.69512  -4.50331  0.00
C  0.11603  -0.95810  -3.15065  0.01
N  0.25135  -0.00436  -2.22405  0.04
C  -0.46168  2.53802  0.68669  -0.01
C  -0.73842  1.72437  1.92920  0.02
C  -1.46989  2.28118  2.96860  0.00
C  -1.74706  1.51321  4.08280  0.00
C  -1.26379  0.21236  4.14039  0.00
C  -0.53670  -0.26010  3.06809  0.01
N  -0.28200  0.46998  1.97831  0.03
C  2.76179  0.85294  -0.04846  0.00
C  4.10779  1.05047  -0.31281  0.00
C  4.88826  -0.03656  -0.67070  0.00
C  4.29622  -1.28629  -0.76161  0.00
C  2.94461  -1.39222  -0.49050  0.00
N  2.19130  -0.35224  -0.13638  0.03
H  2.30974  2.94298  0.18096  0.00
H  1.76486  1.89600  1.48860  0.00
H  -0.35842  3.02281  -1.70698  0.00
H  1.39804  2.92644  -1.78168  0.00
H  0.48258  2.65076  -4.24268  0.00
H  0.22945  0.87674  -5.96622  0.00
H  -0.01568  -1.50048  -5.21370  0.00
H  0.01093  -1.96978  -2.77857  0.00
H  -0.12081  3.53932  0.97448  0.00
H  -1.39149  2.66951  0.13098  -0.02
H  -1.81634  3.30077  2.87984  0.00
H  -2.32578  1.92168  4.90091  0.00
H  -1.44408  -0.42071  4.99738  0.00
H  -0.13108  -1.26454  3.07256  0.00
H  4.53214  2.04286  -0.23954  0.00
H  5.94152  0.09085  -0.88182  0.00
H  4.86402  -2.16127  -1.04358  0.00
H  2.43771  -2.34749  -0.56747  0.00
C  -3.37648  5.48108  2.56975  0.00
C  -3.14698  4.99100  1.16024  0.00
C  -2.16350  5.61299  0.39545  0.00
C  -2.00140  5.28810  -0.94286  0.00
C  -2.81111  4.32858  -1.51918  0.00
C  -3.80277  3.69020  -0.77054  0.00
N  -4.70376  2.85772  -1.44183  0.00
C  -5.11861  1.56191  -1.02982  0.00
C  -6.48903  1.31623  -1.01283  0.00
C  -6.99745  0.10308  -0.58375  0.00
C  -6.13202  -0.88153  -0.12740  0.00
C  -4.76832  -0.65167  -0.15936  0.00
C  -4.23879  0.54416  -0.64241  0.01
C  -2.74676  0.62801  -0.84584  0.00
O  -2.27709  1.40678  -1.67339  0.01
O  -2.04450  -0.18521  -0.12576  0.05
C  -3.96769  4.00699  0.59028  0.00
C  -5.09277  3.38576  1.37454  0.00
H  -2.62923  6.22615  2.83865  0.00
H  -3.34339  4.68622  3.31833  0.00
H  -4.35819  5.94963  2.66165  0.00
H  -1.55122  6.38579  0.84445  0.00
H  -1.25009  5.79323  -1.53815  0.00
H  -2.69687  4.05506  -2.56157  0.00
H  -4.69791  2.98355  -2.44132  0.00
H  -7.15284  2.11696  -1.31346  0.00
H  -8.06694  -0.06186  -0.57913  0.00
H  -6.51804  -1.82386  0.23844  0.00
H  -4.07592  -1.41213  0.16922  0.00
H  -5.01689  2.29845  1.41356  0.00
H  -6.05129  3.61551  0.90302  0.00
H  -5.12426  3.75239  2.39730  0.00
C  -0.18168  -4.12175  -0.98030  0.01
As  -0.29255  -2.78339  0.43300  0.05
C  0.86940  -3.60666  1.77375  0.00
C  -2.04330  -3.21679  1.14457  0.00
H  -0.36464  -5.11448  -0.57124  0.00
H  0.80308  -4.10576  -1.44696  0.00
H  -0.93461  -3.90722  -1.73799  0.00
H  0.42118  -3.49289  2.76009  0.00
H  1.84796  -3.12899  1.77983  0.00
H  0.98732  -4.67019  1.57157  0.00
H  -2.05464  -4.22676  1.55208  0.00
H  -2.76635  -3.14030  0.33515  0.00
H  -2.31147  -2.49496  1.91420  0.00

Number 1: electronic energy -29467.3564 eV. Number 2: electronic energy -317795.4689 eV. Number 3: electronic energy -55459.7941 eV. Number 4: electronic energy -148006.8018 eV.